[1]
Entry from OMol25: a molecular structure, C17H36IrN4OSe in a non-equilibrium geometry (the ωB97M-V functional and the def2-TZVPD basis).

Each line ends with the Löwdin charge.
CARTESIAN COORDINATES (ANGSTROEM)
Ir 1.1878 -0.5599 -0.3383  1.323
N 3.4707 0.1058 -0.6395  -0.035
C 3.6001 1.5021 -1.0620  -0.227
C 2.4718 2.3229 -0.4389  -0.233
N 1.1757 1.7782 -0.8571  -0.040
H 3.7893 0.0129 0.3232  0.092
H 4.0549 -0.4960 -1.2094  0.096
H 3.5181 1.5410 -2.1500  0.123
H 4.5679 1.9308 -0.7736  0.133
H 2.5963 3.3743 -0.7234  0.136
H 2.5250 2.2390 0.6477  0.115
H 1.0433 1.9378 -1.8527  0.105
H 0.4283 2.2665 -0.3654  -0.013
C -1.7448 -0.4434 -1.7267  -0.066
N -1.0051 -1.3061 -0.8056  -0.334
C -1.7308 -1.3782 0.4653  -0.089
C -0.8488 -2.6517 -1.3812  -0.170
C 0.2919 -3.4265 -0.7216  -0.181
N 1.6030 -2.8108 -0.9490  -0.351
C 2.5652 -3.3749 -0.0021  -0.077
C 2.0718 -3.0528 -2.3115  -0.059
H -2.7343 -0.8595 -1.9563  0.116
H -1.1965 -0.3283 -2.6603  0.089
H -1.8782 0.5361 -1.2700  0.075
H -2.7499 -1.7492 0.3135  0.113
H -1.7730 -0.3873 0.9162  0.016
H -1.2068 -2.0333 1.1538  0.077
H -0.6597 -2.5446 -2.4520  0.115
H -1.7760 -3.2277 -1.2592  0.147
H 0.2832 -4.4612 -1.0918  0.145
H 0.1275 -3.4417 0.3565  0.120
H 2.6439 -4.4614 -0.1243  0.112
H 2.2468 -3.1402 1.0107  0.084
H 3.5442 -2.9351 -0.1726  0.087
H 2.1685 -4.1252 -2.5206  0.115
H 3.0505 -2.5980 -2.4404  0.087
H 1.3905 -2.6236 -3.0420  0.088
C 0.0377 -0.4850 3.7898  -0.033
C 1.0184 -0.0345 2.6964  -0.580
C 2.3777 0.3057 3.3339  -0.045
O 1.1511 -1.0006 1.7341  -0.289
H -0.0409 0.2853 4.5495  0.092
H 0.3921 -1.4084 4.2379  0.085
H -0.9457 -0.6593 3.3658  0.065
H 0.6174 0.9010 2.2443  0.069
H 2.7673 -0.5557 3.8719  0.085
H 2.2530 1.1344 4.0240  0.088
H 3.0971 0.5875 2.5679  0.048
Se -1.6494 2.3886 1.4231  0.520
C -3.1339 2.9374 0.3866  -0.747
C -4.3092 2.1898 0.3838  -0.168
C -5.3715 2.5870 -0.4041  -0.105
C -5.2785 3.7308 -1.1846  -0.105
C -4.1102 4.4802 -1.1746  -0.103
C -3.0402 4.0863 -0.3958  -0.169
H -4.3821 1.3080 1.0046  0.085
H -6.2768 2.0002 -0.3962  0.097
H -6.1137 4.0369 -1.7940  0.095
H -4.0338 5.3758 -1.7740  0.099
H -2.1364 4.6773 -0.3812  0.081

Forces on atoms 1 to 2 (eV/Å):
0.22 -0.05 -1.72
-1.29 -0.73 1.18

Properties
**Total charge**: +1
**E_HOMO (spin up / spin down)**: -8.433 / -8.298 eV
**Kohn-Sham gap (spin up / spin down)**: 3.24 / 2.84 eV
**Total energy**: -94396.8587 eV
**Relative energy (zero: lowest compared OMol25 entry of this formula, charge and spin)**: 412.2 kJ/mol

---

[2]
Entry from OMol25: 2 unconnected molecules or ions with the total composition C17H36N3O3 in a non-equilibrium geometry (the ωB97M-V functional and the def2-TZVPD basis).

Each line ends with the Löwdin spin population.
CARTESIAN COORDINATES (ANGSTROEM)
C 2.5990 3.2883 1.4032  -0.002
C 2.1712 2.2271 0.1820  0.022
C 3.0791 2.7304 -1.1297  0.004
C 0.5592 2.4256 -0.0304  0.016
C -0.3715 1.1840 0.5116  0.000
C -0.5700 1.2474 2.1292  0.003
C -0.3385 -0.1531 2.9403  0.003
N -1.1958 -1.2243 3.0035  0.001
C -1.8918 1.3112 -0.1747  0.002
C -2.4012 2.8603 -0.3431  0.000
O -2.2917 3.6884 0.8689  0.000
C -4.0372 2.7659 -0.6777  0.000
N -4.6937 2.3809 0.6557  0.000
C 0.2740 -0.1952 -0.0838  0.018
C 1.9108 -0.2751 -0.0449  0.023
C 2.4421 -0.5774 -1.5732  0.001
C 2.2770 -1.6518 0.8316  -0.001
N 2.6026 0.8630 0.6603  0.347
O 2.6059 0.7426 1.9977  0.556
H 2.4418 4.3757 0.9373  0.000
H 3.7263 3.2010 1.7067  0.000
H 1.8847 3.2309 2.3280  0.000
H 3.2081 3.8931 -1.0908  0.000
H 2.6654 2.3104 -2.1409  0.000
H 4.1624 2.2707 -0.9269  0.001
H 0.2770 3.4737 0.4565  0.001
H 0.3866 2.5108 -1.2081  0.001
H 0.0713 2.0743 2.6814  0.001
H -1.7056 1.5609 2.3209  0.000
H 0.6705 -0.2417 3.5724  0.001
H -0.7107 -1.9440 3.6179  0.000
H -1.9391 0.8166 -1.2468  0.000
H -2.6397 0.6911 0.5009  0.000
H -1.9311 3.3675 -1.3123  0.000
H -2.9891 4.4333 0.8398  0.000
H -4.3918 3.8619 -0.9099  0.000
H -4.2753 1.9991 -1.5418  0.000
H -5.6786 2.7339 0.6858  0.000
H -4.7533 1.3333 0.7467  0.000
H -0.0243 -0.2254 -1.2402  0.001
H -0.2056 -1.1936 0.3623  0.001
H 2.0334 0.2121 -2.3696  0.000
H 2.0619 -1.6317 -1.9794  0.000
H 3.6093 -0.4862 -1.6038  0.001
H 1.7065 -1.7101 1.8513  0.000
H 3.4442 -1.7769 0.9148  0.000
H 1.9080 -2.5479 0.1354  0.000
C -1.5957 -4.6006 -0.8914  0.000
C -0.2954 -4.5433 -1.6773  0.000
C 0.1024 -5.9176 -2.1917  0.000
O 0.7401 -4.0344 -0.8407  0.000
H -1.4959 -5.2518 -0.0157  0.000
H -1.8631 -3.6067 -0.5170  0.000
H -2.4160 -4.9737 -1.5123  0.000
H -0.4049 -3.8524 -2.5203  0.000
H 0.2623 -6.6154 -1.3620  0.000
H 1.0462 -5.8632 -2.7447  0.000
H -0.6671 -6.3301 -2.8516  0.000
H 0.8444 -4.6416 -0.0893  0.000

Forces on atoms 1 to 2 (eV/Å):
-0.30 0.93 -0.85
0.94 2.87 0.93

Properties
**Total charge**: 0
**E_HOMO (spin up / spin down)**: -8.514 / -9.424 eV
**Kohn-Sham gap (spin up / spin down)**: 9.20 / 9.58 eV
**2S+1**: 2
**Total energy**: -28816.6520 eV

---

[3]
Entry from OMol25: a molecular structure, C17H36NO2P3Pb in a non-equilibrium geometry (the ωB97M-V functional and the def2-TZVPD basis).

Each line ends with the Löwdin charge.
CARTESIAN COORDINATES (ANGSTROEM)
P -2.3968 -2.3632 -0.1799  0.777
C -4.1719 -2.0279 0.0631  -0.224
H -4.7177 -2.9777 0.1053  0.083
H -4.5387 -1.3992 -0.7584  0.064
H -4.2886 -1.4718 1.0023  0.056
C -2.3557 -3.1996 -1.8082  -0.257
H -1.3847 -3.6862 -1.9734  0.024
H -2.4992 -2.4519 -2.5994  0.051
H -3.1603 -3.9436 -1.8451  0.081
C -2.0848 -3.7871 0.9165  -0.252
H -2.8059 -4.5806 0.6871  0.079
H -2.1864 -3.4635 1.9593  0.056
H -1.0593 -4.1524 0.7673  0.034
P 1.4911 0.3233 2.7931  0.847
C 0.8134 1.2199 4.2200  -0.195
H 1.6067 1.3649 4.9638  0.094
H -0.0239 0.6533 4.6439  0.072
H 0.4347 2.1884 3.8684  0.066
C 2.0645 -1.2460 3.5299  -0.212
H 2.7198 -1.7813 2.8298  0.035
H 1.2020 -1.8869 3.7483  0.066
H 2.6068 -1.0187 4.4553  0.091
C 3.0976 1.1505 2.5316  -0.220
H 3.6639 1.1146 3.4699  0.091
H 2.9358 2.1904 2.2269  0.058
H 3.6585 0.6397 1.7378  0.039
P 0.6977 2.3120 -2.3289  0.891
C -0.0078 3.9779 -2.4787  -0.181
H 0.3204 4.4123 -3.4314  0.099
H 0.3373 4.5850 -1.6327  0.075
H -1.1034 3.9140 -2.4370  0.077
C 2.4537 2.5544 -2.7380  -0.197
H 2.5115 3.2389 -3.5927  0.097
H 2.9277 1.5948 -2.9856  0.043
H 2.9749 2.9826 -1.8734  0.073
C 0.1353 1.4930 -3.8661  -0.199
H 0.4852 2.0881 -4.7184  0.097
H -0.9590 1.4189 -3.8801  0.066
H 0.5470 0.4764 -3.9369  0.037
Pb 0.9604 -1.0082 -0.7113  1.390
C -1.0316 -0.5285 1.9105  -0.153
O -1.9590 -0.2206 2.5169  0.091
C 0.6348 2.1458 0.3599  -0.133
O 0.2142 2.9853 1.0269  0.111
C 3.3083 -1.1512 -1.4164  -0.116
C 2.4964 -1.5148 -2.5134  -0.132
C 1.6004 -2.6050 -2.3993  -0.112
C 1.5193 -3.3234 -1.1821  -0.116
C 2.3313 -2.9552 -0.0895  -0.095
C 3.2218 -1.8695 -0.2079  -0.118
H 3.9606 -0.2761 -1.4707  0.154
H 2.5137 -0.9108 -3.4199  0.142
H 0.9122 -2.8353 -3.2164  0.161
H 0.7842 -4.1172 -1.0547  0.144
H 2.2291 -3.4691 0.8696  0.159
H 3.8124 -1.5549 0.6520  0.139
N -1.9628 0.9030 -0.9267  0.022
H -2.6569 0.6189 -0.2298  0.019
H -2.3506 0.6584 -1.8431  0.039
H -1.9174 1.9255 -0.8920  0.022

Forces on atoms 1 to 2 (eV/Å):
0.08 -1.22 -0.16
0.35 0.82 0.11

Properties
**Total charge**: +4
**E_HOMO (spin up / spin down)**: -19.244 / -20.141 eV
**Kohn-Sham gap (spin up / spin down)**: 4.02 / 5.01 eV
**Total energy**: -56866.1615 eV

---

Q: Which of these has the lowest total charge?
A: C17H36N3O3

---

Q: Which value of total energy does entry 3 give?
A: -56866.1615 eV

---

Q: total energy of number 1 (C17H36IrN4OSe)?
A: -94396.8587 eV

---

Q: What is the formula in the second record?
A: C17H36N3O3